Entry a
DFT (wB97M-V/def2-TZVPD) results for an isolated molecule of C4H7BO2S.

Each line ends with the Löwdin charge.
Cartesian coordinates (Å):
B 1.355 0.264 -0.200  -0.716
C -0.248 -1.828 -0.070  -0.196
C -1.612 -1.330 0.019  -0.468
C -1.648 1.464 0.645  -0.369
C 1.010 -1.287 -0.024  0.016
O 2.573 0.637 0.342  0.157
O 0.712 1.203 -0.908  0.130
S -2.307 0.173 -0.166  0.959
H -0.280 -2.964 -0.211  0.118
H -2.271 -2.028 -0.423  0.021
H -2.008 2.560 0.508  0.060
H -0.774 1.284 1.247  0.007
H 1.913 -1.872 -0.116  0.083
H 2.613 1.542 0.261  0.041
H 0.973 2.182 -0.905  0.159

Calculated values
Spin multiplicity = 1
Frontier orbital gap (spin up / spin down) = 7.0 / 7.3 eV
LUMO level (spin up / spin down) = -0.0171 / -0.0064 Eh
Highest occupied orbital energy (spin up / spin down) = -7.4 / -7.5 eV
Molar mass = 130.0 g/mol

Entry b
DFT (wB97M-V/def2-TZVPD) results for a cluster of 2 separate species, C4H7BO2S in total.

Each line ends with the Löwdin charge.
Cartesian coordinates (Å):
B 0.028 1.771 -0.038  -0.910
C 1.171 -0.813 -0.455  -0.192
C -1.740 0.510 0.579  -0.546
C 0.781 0.391 -0.161  0.222
C 0.288 -1.999 -0.454  -0.095
O -0.104 2.627 1.003  0.121
O -0.087 2.194 -1.378  0.078
S -2.986 0.776 -0.401  0.671
H 2.246 -0.799 -0.782  0.137
H -1.850 0.392 1.689  0.033
H 0.379 -2.512 -1.404  0.070
H -0.716 -1.594 -0.163  0.063
H 0.695 -2.800 0.308  0.117
H -0.940 3.150 0.862  0.136
H -0.276 3.091 -1.666  0.096

Calculated values
Spin multiplicity = 1
Frontier orbital gap (spin up / spin down) = 7.5 / 7.0 eV
LUMO level (spin up / spin down) = -0.0142 / -0.0249 Eh
Highest occupied orbital energy (spin up / spin down) = -7.8 / -7.6 eV
Molar mass = 130.0 g/mol

Stability verdict: entry a, ahead by 36.7 kcal/mol

Entry a
DFT (wB97M-V/def2-TZVPD) results for a structure of composition C3H2NO3.

Each line ends with the Löwdin charge.
Cartesian coordinates (Å):
C 1.228 0.502 0.140  -0.502
C -1.374 0.188 0.073  -0.732
C 0.067 -0.267 0.412  -0.169
N 1.058 -0.581 -0.626  0.108
O -1.444 0.338 -1.159  -0.069
O 2.003 1.387 0.492  0.041
O -2.214 0.332 0.996  -0.082
H -0.082 -1.312 1.397  0.209
H 0.759 -0.588 -1.724  0.195

Calculated values
Spin multiplicity = 1
Total charge = -1
Frontier orbital gap = 8.8 eV
LUMO level = 0.1506 Eh
Highest occupied orbital energy = -4.7 eV
Molar mass = 100.1 g/mol

Entry b
DFT (wB97M-V/def2-TZVPD) results for the ion C3H2NO3 with charge -1.

Each line ends with the Löwdin charge.
Cartesian coordinates (Å):
C 1.034 -1.882 0.192  0.023
C -1.581 -0.116 0.506  -0.346
C 0.911 0.485 -0.007  -0.650
N -0.407 0.590 -0.259  0.037
O -2.650 0.443 0.387  -0.148
O 1.689 1.416 -0.141  0.029
O 1.405 -0.677 0.528  -0.098
H 0.119 -1.837 -0.596  0.020
H -0.521 1.577 -0.611  0.133

Calculated values
Spin multiplicity = 1
Total charge = -1
Frontier orbital gap (spin up / spin down) = 7.0 / 7.0 eV
LUMO level (spin up / spin down) = 0.1467 / 0.1467 Eh
Highest occupied orbital energy (spin up / spin down) = -3.0 / -3.0 eV
Molar mass = 100.1 g/mol

Entry c
DFT (wB97M-V/def2-TZVPD) results for the ion C3H2NO3 with charge -1.

Each line ends with the Löwdin charge.
Cartesian coordinates (Å):
C 1.115 -0.664 -0.183  -0.509
C 0.102 1.414 -0.207  -0.255
C -1.544 -0.413 0.079  -0.430
N -1.123 0.694 0.070  0.058
O 1.825 -1.558 0.252  0.000
O 1.175 0.520 0.188  -0.059
O -2.103 -1.451 0.242  0.051
H 0.348 -0.728 -0.979  0.131
H 0.204 2.186 0.538  0.013

Calculated values
Spin multiplicity = 1
Total charge = -1
Frontier orbital gap = 6.4 eV
LUMO level = 0.1503 Eh
Highest occupied orbital energy = -2.3 eV
Molar mass = 100.1 g/mol

Stability verdict: entry a, ahead by 2.5 kcal/mol

Entry a
DFT (wB97M-V/def2-TZVPD) results for a structure of composition C7H11NO2.

Each line ends with the Löwdin charge.
Cartesian coordinates (Å):
C 0.140 0.225 0.666  -0.384
C 0.772 1.601 0.856  -0.030
C -0.574 -1.939 -0.915  -0.044
C -1.440 0.366 0.675  -0.512
C -0.377 -0.463 -0.771  -0.189
N 0.702 -0.767 1.536  0.102
C 1.226 0.818 -2.383  0.043
O -2.040 -0.633 1.434  0.057
C 0.517 0.209 -1.477  -0.049
O -2.045 1.430 0.516  0.037
H -2.944 -0.297 1.566  0.124
H 1.715 -0.768 1.515  0.093
H 0.324 -0.690 2.475  0.099
H 0.317 2.351 0.206  0.086
H 1.851 1.573 0.673  0.083
H 0.600 1.926 1.888  0.098
H -0.939 -2.149 -1.924  0.088
H -1.276 -2.371 -0.201  0.075
H 0.367 -2.481 -0.765  0.084
H 2.204 1.223 -2.154  0.065
H 0.899 0.837 -3.417  0.074

Calculated values
Spin multiplicity = 1
Frontier orbital gap = 8.2 eV
LUMO level = 0.0147 Eh
Highest occupied orbital energy = -7.8 eV
Molar mass = 141.2 g/mol

Entry b
DFT (wB97M-V/def2-TZVPD) results for an isolated molecule of C7H11NO2.

Each line ends with the Löwdin charge.
Cartesian coordinates (Å):
C -1.421 -0.832 -0.888  -0.047
C -0.602 -1.464 0.179  -0.275
C -2.134 0.407 -0.363  -0.392
C -1.229 1.457 0.231  -0.113
C -0.296 0.894 1.313  -0.160
C 0.615 -0.185 0.768  -0.246
C 2.471 -0.639 -0.740  -0.112
N 1.351 0.217 -0.394  -0.117
O -0.657 -2.547 0.659  0.111
O -3.326 0.530 -0.448  0.110
H -2.151 -1.530 -1.302  0.133
H -0.621 1.869 -0.577  0.120
H -1.848 2.256 0.649  0.124
H 0.297 1.718 1.721  0.116
H -0.885 0.479 2.135  0.127
H 1.196 -0.693 1.543  0.130
H 2.805 -0.385 -1.745  0.078
H 3.326 -0.546 -0.055  0.082
H 2.153 -1.681 -0.737  0.082
H -0.717 -0.502 -1.654  0.132
H 1.673 1.177 -0.296  0.117

Calculated values
Spin multiplicity = 1
Frontier orbital gap = 9.2 eV
LUMO level = 0.0249 Eh
Highest occupied orbital energy = -8.5 eV
Molar mass = 141.2 g/mol

Stability verdict: entry b, ahead by 79.2 kcal/mol

Entry a
DFT (wB97M-V/def2-TZVPD) results for the ion C6H13NO with charge +1.

Each line ends with the Löwdin spin population.
Cartesian coordinates (Å):
C 0.489 1.824 -0.095  0.002
O 0.499 3.210 -0.608  0.000
C 0.209 0.802 -1.193  0.073
C 0.318 -0.708 -0.753  0.072
C 0.234 -1.056 0.732  0.219
C -0.958 -1.169 1.328  0.240
C -1.291 -2.192 2.403  0.048
N 1.059 1.109 -2.387  0.249
H 1.380 1.980 0.458  0.000
H -0.221 1.922 0.697  0.000
H -0.084 3.254 -1.398  0.000
H -0.932 0.943 -1.500  0.018
H 1.255 -1.141 -1.204  -0.002
H -0.420 -1.236 -1.454  0.014
H 1.118 -1.532 1.060  0.008
H -1.975 -0.862 0.955  0.008
H -2.372 -2.188 2.551  0.000
H -0.907 -3.136 1.945  0.015
H -0.690 -1.912 3.360  0.018
H 1.589 0.312 -2.826  0.009
H 1.699 1.775 -2.070  0.007

Calculated values
Spin multiplicity = 2
Total charge = +1
Frontier orbital gap (spin up / spin down) = 9.9 / 4.7 eV
LUMO level (spin up / spin down) = -0.1511 / -0.3189 Eh
Highest occupied orbital energy (spin up / spin down) = -14.0 / -13.4 eV
Molar mass = 115.2 g/mol

Entry b
DFT (wB97M-V/def2-TZVPD) results for a cluster of 2 separate species, C6H13NO in total.

Each line ends with the Löwdin spin population.
Cartesian coordinates (Å):
C 0.142 2.680 -1.847  0.000
C 0.570 1.831 -0.643  0.000
C 1.679 0.860 -0.969  0.000
O -0.624 1.180 -0.163  0.003
H -0.741 3.255 -1.574  0.000
H -0.064 2.064 -2.720  0.000
H 0.942 3.377 -2.098  0.000
H 0.895 2.543 0.114  0.000
H 2.448 1.318 -1.594  0.000
H 1.328 -0.052 -1.464  0.000
H 2.217 0.517 -0.073  0.000
H -0.388 0.296 0.146  0.000
C -1.694 -1.782 1.318  0.167
C -2.119 -2.804 2.137  0.441
C 0.558 -2.073 0.775  0.022
N -0.658 -1.890 0.451  0.311
H -2.119 -0.780 1.380  0.004
H -1.534 -3.695 2.330  0.019
H -3.042 -2.594 2.663  0.019
H 1.335 -2.085 0.018  0.002
H 0.868 -2.167 1.815  0.012

Calculated values
Spin multiplicity = 2
Total charge = +1
Frontier orbital gap (spin up / spin down) = 8.0 / 4.6 eV
LUMO level (spin up / spin down) = -0.1945 / -0.3198 Eh
Highest occupied orbital energy (spin up / spin down) = -13.3 / -13.3 eV
Molar mass = 115.2 g/mol

Entry c
DFT (wB97M-V/def2-TZVPD) results for the ion C6H13NO with charge +1.

Each line ends with the Löwdin spin population.
Cartesian coordinates (Å):
C -1.803 1.865 -0.496  0.021
C -0.336 1.430 -0.546  0.059
N -0.226 0.041 -0.029  0.565
C -0.551 -0.043 1.394  0.056
C 0.457 -2.262 -0.437  0.030
C 0.857 -0.740 -0.530  0.064
C 2.187 -0.506 0.257  0.062
O 2.511 0.627 0.454  0.048
H -2.044 2.649 -1.224  0.001
H -2.115 2.298 0.445  0.000
H -2.432 1.074 -0.905  0.000
H 0.265 2.099 0.082  0.032
H 0.148 1.457 -1.520  0.000
H 0.356 -0.365 1.914  0.020
H -1.248 -0.873 1.556  0.021
H -0.943 0.875 1.796  0.002
H 1.261 -2.991 -0.527  0.001
H -0.008 -2.429 0.529  0.000
H -0.194 -2.410 -1.294  0.001
H 1.076 -0.463 -1.560  0.001
H 2.781 -1.333 0.641  0.016

Calculated values
Spin multiplicity = 2
Total charge = +1
Frontier orbital gap (spin up / spin down) = 10.8 / 7.4 eV
LUMO level (spin up / spin down) = -0.1405 / -0.2727 Eh
Highest occupied orbital energy (spin up / spin down) = -14.6 / -14.9 eV
Molar mass = 115.2 g/mol

Entry d
DFT (wB97M-V/def2-TZVPD) results for the ion C6H13NO with charge +1.

Each line ends with the Löwdin spin population.
Cartesian coordinates (Å):
C -1.495 1.099 2.261  0.003
C -0.479 1.408 1.181  0.006
C -0.278 0.396 0.145  0.016
C 0.833 0.733 -0.857  0.084
C 1.712 -0.502 -0.676  0.082
N 1.358 -1.608 -1.394  0.082
C 0.007 -2.078 -1.705  0.012
O 2.805 -0.465 -0.108  0.692
H -2.530 1.434 1.963  0.000
H -1.226 1.687 3.102  0.000
H -1.724 0.038 2.542  0.000
H 0.479 1.618 1.629  0.001
H -0.782 2.396 0.689  0.000
H -1.165 0.357 -0.439  0.004
H -0.109 -0.602 0.574  0.002
H 0.392 1.200 -1.837  0.006
H 1.449 1.598 -0.828  -0.001
H 1.885 -2.355 -0.936  0.002
H -0.613 -1.218 -1.857  0.000
H -0.548 -2.502 -0.735  0.002
H 0.029 -2.633 -2.713  0.008

Calculated values
Spin multiplicity = 2
Total charge = +1
Frontier orbital gap (spin up / spin down) = 10.7 / 5.8 eV
LUMO level (spin up / spin down) = -0.1554 / -0.3354 Eh
Highest occupied orbital energy (spin up / spin down) = -14.9 / -14.9 eV
Molar mass = 115.2 g/mol

Stability verdict: entry c, ahead by 38.3 kcal/mol

Entry a
DFT (wB97M-V/def2-TZVPD) results for a cluster of 2 separate species, C3H9NS2 in total.

Each line ends with the Löwdin spin population.
Cartesian coordinates (Å):
C 2.050 0.826 -2.277  0.016
S 2.642 -0.787 -1.601  0.360
S 2.405 -0.502 0.415  0.492
H 1.014 0.839 -1.925  0.001
H 2.513 1.677 -1.816  0.002
H 2.121 0.750 -3.361  0.011
H 3.630 -0.025 0.756  0.062
C -1.644 -1.318 1.848  0.017
C -2.461 -0.567 1.075  0.002
N -2.110 0.659 0.540  0.005
H -0.987 -0.672 2.380  0.016
H -1.545 -2.367 1.675  0.002
H -3.479 -0.884 0.846  0.001
H -1.281 1.043 0.985  0.013
H -2.869 1.325 0.461  0.001

Calculated values
Spin multiplicity = 2
Total charge = -1
Frontier orbital gap (spin up / spin down) = 2.6 / 8.1 eV
LUMO level (spin up / spin down) = 0.1235 / 0.1229 Eh
Highest occupied orbital energy (spin up / spin down) = 0.7 / -4.7 eV
Molar mass = 123.2 g/mol

Entry b
DFT (wB97M-V/def2-TZVPD) results for a cluster of 2 separate species, C3H9NS2 in total.

Each line ends with the Löwdin spin population.
Cartesian coordinates (Å):
C 1.741 0.180 1.985  0.042
S 0.159 0.493 2.863  0.347
S -0.623 2.353 2.129  0.534
H 2.290 1.135 1.940  0.003
H 1.408 -0.060 0.975  0.000
H 2.411 -0.554 2.437  0.017
H -0.430 2.087 0.827  0.042
C -0.829 -1.486 -2.544  0.000
C -0.388 -0.554 -1.664  0.003
N -1.121 -0.058 -0.606  0.002
H -1.724 -2.068 -2.337  0.000
H -0.492 -1.377 -3.564  0.000
H 0.658 -0.271 -1.780  0.001
H -1.808 -0.727 -0.294  0.001
H -1.253 0.908 -0.367  0.009

Calculated values
Spin multiplicity = 2
Total charge = -1
Frontier orbital gap (spin up / spin down) = 3.5 / 7.1 eV
LUMO level (spin up / spin down) = 0.1322 / 0.1317 Eh
Highest occupied orbital energy (spin up / spin down) = 0.1 / -3.5 eV
Molar mass = 123.2 g/mol

Stability verdict: entry b, ahead by 4.2 kcal/mol

Entry a
DFT (wB97M-V/def2-TZVPD) results for a cluster of 2 separate species, C2H2OS2 in total.

Each line ends with the Löwdin charge.
Cartesian coordinates (Å):
C -0.407 1.215 -0.414  -0.123
C -0.224 -2.111 0.660  -1.411
O 0.069 2.176 -0.954  0.070
S 1.072 -1.855 -0.195  0.678
S -1.631 -2.313 1.229  0.759
H 0.179 0.768 0.438  -0.023
H 0.942 2.120 -0.763  0.051

Calculated values
Spin multiplicity = 1
Frontier orbital gap = 7.8 eV
LUMO level = -0.0054 Eh
Highest occupied orbital energy = -8.0 eV
Molar mass = 106.2 g/mol

Entry b
DFT (wB97M-V/def2-TZVPD) results for an isolated molecule of C2H2OS2.

Each line ends with the Löwdin charge.
Cartesian coordinates (Å):
C -0.843 0.524 -0.155  -0.388
C -0.960 -0.697 0.069  -0.023
O 1.753 0.216 0.475  -1.163
S 0.962 1.473 -0.179  0.802
S 1.697 -1.274 -0.125  0.657
H -1.540 1.471 -0.026  0.111
H -1.068 -1.713 -0.059  0.004

Calculated values
Spin multiplicity = 1
Frontier orbital gap (spin up / spin down) = 7.0 / 7.1 eV
LUMO level (spin up / spin down) = -0.0563 / -0.0559 Eh
Highest occupied orbital energy (spin up / spin down) = -8.5 / -8.6 eV
Molar mass = 106.2 g/mol

Stability verdict: entry a, ahead by 27.1 kcal/mol